Molecular formula: C25H31N3OP2Pm
Method: DFT, the ωB97M-V functional and the def2-TZVPD basis

```
63
Properties=species:S:1:pos:R:3
C -1.738 2.954 -3.728
C -1.522 1.727 -3.117
C -0.165 1.259 -3.058
C 0.881 2.211 -3.094
C 0.649 3.436 -3.717
C -0.655 3.776 -4.082
C 2.136 1.781 -2.416
C 2.476 0.409 -2.898
C 1.402 -0.509 -2.867
C 1.685 -1.904 -2.666
C 2.964 -2.346 -2.973
C 3.974 -1.433 -3.322
C 3.753 -0.057 -3.224
H -2.762 3.297 -3.886
H 1.497 4.104 -3.915
H -0.844 4.716 -4.602
H 2.953 2.477 -2.588
H 3.191 -3.411 -2.895
H 4.956 -1.808 -3.620
H 4.562 0.665 -3.402
N 0.092 -0.081 -2.900
Pm 0.610 0.680 0.293
C -2.561 0.899 -2.426
H -2.507 -0.151 -2.752
H -3.579 1.287 -2.573
C 0.617 -2.748 -2.040
H -0.327 -2.657 -2.601
H 0.912 -3.805 -1.965
P -2.176 0.864 -0.575
P 0.209 -2.120 -0.310
C 1.409 -3.135 0.635
H 1.182 -3.075 1.707
H 1.339 -4.180 0.300
H 2.421 -2.749 0.465
C -1.321 -3.070 -0.029
H -1.101 -4.146 -0.053
H -1.735 -2.802 0.949
H -2.057 -2.824 -0.805
C -2.834 2.525 -0.163
H -3.832 2.652 -0.606
H -2.897 2.638 0.926
H -2.163 3.299 -0.556
C -3.543 -0.186 0.019
H -3.470 -0.274 1.108
H -4.508 0.270 -0.243
H -3.479 -1.187 -0.420
H 1.930 1.711 -1.218
H 2.281 -0.141 -0.044
N -1.770 -0.543 7.185
C -1.940 0.559 6.379
O -2.504 1.568 6.783
C -1.435 0.444 4.973
C -0.981 -0.761 4.410
C -0.459 -0.762 3.126
N -0.392 0.386 2.386
C -0.894 1.550 2.900
C -1.428 1.596 4.176
H -1.992 -0.410 8.162
H -1.121 -1.279 6.963
H -1.029 -1.708 4.950
H -0.070 -1.666 2.656
H -0.844 2.432 2.254
H -1.829 2.541 4.549
```

E_LUMO (spin up / spin down) = -4.52 / -4.50 eV
⟨S²⟩ = 6.011
2S+1 = 5
Largest force on an atom = 2.2 eV/Å
Total charge = +1

Here are the Mulliken charges for atoms 1 to 8, given in e:
1. C -0.803
2. C -0.068
3. C 0.827
4. C 0.563
5. C -0.982
6. C -0.629
7. C -0.491
8. C 0.502

Molecular formula: C4H12
Method: DFT, the ωB97M-V functional and the def2-TZVPD basis

```
16
Properties=species:S:1:pos:R:3
C -0.230 -2.174 0.804
C -0.364 -1.088 1.946
H -1.268 -2.376 0.433
H 0.391 -1.666 0.078
H 0.186 -3.074 1.252
H 0.717 -0.792 2.306
H -1.108 -1.338 2.701
H -0.852 -0.206 1.500
C -0.302 1.872 -1.751
C 0.930 1.363 -0.981
H -1.110 2.263 -1.142
H -0.163 2.716 -2.409
H -0.624 1.079 -2.359
H 1.082 0.231 -1.140
H 0.882 1.369 0.087
H 1.832 1.821 -1.325
```

Relative energy (zero: lowest compared OMol25 entry of this formula, charge and spin) = 0.748 eV
E_LUMO = 1.14 eV
SMILES string = CC.CC
Largest force on an atom = 2.6 eV/Å
Total charge = 0

Here are the Mulliken charges for atoms 1 to 8, given in e:
1. C -0.602
2. C -0.799
3. H 0.246
4. H 0.103
5. H 0.278
6. H 0.233
7. H 0.347
8. H 0.192

Molecular formula: C24H35Cl2N2OS3SiV
Method: DFT, the ωB97M-V functional and the def2-TZVPD basis

```
69
Properties=species:S:1:pos:R:3
V -0.313 0.392 -0.150
C 1.931 1.363 3.128
C 3.040 0.741 2.285
S 2.598 0.220 0.602
C 3.221 1.542 -0.456
C 2.474 2.870 -0.426
S 0.652 2.771 -0.595
C 0.080 3.878 0.729
C 0.084 3.327 2.149
S 1.713 3.158 2.937
H 2.173 1.210 4.181
H 0.983 0.868 2.927
H 3.352 -0.186 2.770
H 3.919 1.386 2.234
H 3.197 1.105 -1.456
H 4.268 1.737 -0.214
H 2.822 3.497 -1.248
H 2.658 3.383 0.514
H -0.948 4.110 0.448
H 0.661 4.797 0.643
H -0.407 2.356 2.179
H -0.495 4.014 2.769
C -1.750 -2.962 0.321
Si -0.091 -2.906 -0.551
C -0.204 -4.129 -1.987
C 1.235 -3.484 0.640
N 0.204 -1.310 -1.157
C 1.132 -1.024 -2.130
C 1.045 0.197 -2.841
C 1.978 0.573 -3.800
C 3.035 -0.261 -4.120
C 3.132 -1.482 -3.457
C 2.215 -1.856 -2.494
H -1.943 -3.992 0.635
H -2.573 -2.666 -0.335
H -1.776 -2.325 1.205
H -0.861 -4.957 -1.709
H 0.760 -4.557 -2.268
H -0.623 -3.656 -2.879
H 0.993 -4.463 1.063
H 1.320 -2.772 1.463
H 2.211 -3.556 0.157
H 0.209 0.866 -2.663
H 1.858 1.523 -4.309
H 3.758 0.020 -4.874
H 3.949 -2.155 -3.690
H 2.345 -2.800 -1.982
C -3.802 1.311 -2.717
C -2.594 0.518 -2.332
C -2.329 -0.772 -3.039
O -1.844 0.957 -1.466
H -4.684 0.671 -2.727
H -3.658 1.674 -3.739
H -3.942 2.153 -2.045
H -3.061 -0.960 -3.820
H -2.337 -1.582 -2.309
H -1.320 -0.752 -3.454
Cl -0.112 -1.761 3.750
C -1.460 -0.664 3.694
C -2.304 -0.604 4.785
C -3.382 0.270 4.786
C -3.600 1.076 3.681
C -2.748 0.992 2.596
Cl -3.065 2.020 1.220
C -1.634 0.126 2.530
N -0.769 0.072 1.494
H -2.106 -1.243 5.636
H -4.042 0.323 5.640
H -4.429 1.769 3.651
```

Relative energy (zero: lowest compared OMol25 entry of this formula, charge and spin) = 0.000 eV
E_LUMO (spin up / spin down) = 0.28 / 0.28 eV
⟨S²⟩ = 2.034
2S+1 = 3
Largest force on an atom = 0.5 eV/Å
Total charge = 0

Here are the Mulliken charges for atoms 1 to 8, given in e:
1. V 0.333
2. C 0.384
3. C -1.010
4. S 0.371
5. C -0.626
6. C -0.914
7. S 0.194
8. C -0.974

Molecular formula: C24H46O19
Method: DFT, the ωB97M-V functional and the def2-TZVPD basis

```
89
Properties=species:S:1:pos:R:3
C -9.186 -2.532 23.961
C -9.737 -1.396 23.145
C -11.069 -1.659 22.602
O -11.845 -0.590 23.001
C -11.158 0.182 23.902
O -11.600 1.194 24.449
O -9.905 -0.288 24.009
H -8.150 -2.244 24.141
H -9.210 -3.502 23.465
H -9.688 -2.613 24.925
H -8.911 -1.062 22.516
H -11.526 -2.582 22.960
H -10.983 -1.730 21.517
C -10.304 -5.593 23.442
C -10.705 -6.086 24.820
C -11.740 -5.302 25.528
O -12.547 -6.252 26.090
C -12.352 -7.383 25.438
O -13.171 -8.308 25.578
O -11.361 -7.279 24.618
H -11.115 -5.600 22.713
H -9.506 -6.135 22.935
H -9.912 -4.583 23.563
H -9.841 -6.267 25.460
H -12.315 -4.652 24.869
H -11.379 -4.676 26.345
C -7.236 -6.111 27.939
C -7.473 -5.216 26.735
C -8.504 -5.818 25.794
O -9.086 -4.649 25.289
C -8.973 -3.641 26.199
O -9.587 -2.537 26.245
O -8.133 -4.017 27.135
H -6.457 -6.860 27.795
H -8.072 -6.713 28.295
H -6.863 -5.439 28.712
H -6.495 -5.047 26.283
H -9.248 -6.480 26.237
H -7.978 -6.346 24.999
C -14.372 -1.969 27.139
C -14.296 -2.568 25.725
C -13.845 -4.053 25.747
O -14.633 -4.625 24.759
C -15.638 -3.861 24.445
O -16.547 -4.153 23.666
O -15.551 -2.718 25.088
H -13.378 -1.718 27.509
H -14.821 -2.629 27.882
H -14.986 -1.075 27.033
H -13.630 -1.989 25.085
H -13.900 -4.619 26.677
H -12.810 -4.153 25.420
C -9.484 -4.436 30.405
C -10.256 -4.163 29.117
C -10.728 -5.295 28.230
O -12.025 -5.086 27.810
C -12.507 -4.027 28.468
O -13.618 -3.536 28.344
O -11.506 -3.536 29.359
H -8.900 -3.596 30.781
H -8.812 -5.253 30.142
H -10.042 -4.718 31.299
H -9.629 -3.581 28.442
H -10.671 -6.296 28.659
H -10.114 -5.373 27.333
C -12.332 -7.289 21.936
O -13.266 -8.116 21.375
H -12.529 -6.259 21.639
H -12.179 -7.285 23.015
H -11.357 -7.526 21.508
H -13.287 -8.807 22.041
C -7.717 -4.819 23.175
O -7.709 -6.188 22.829
H -7.150 -4.714 24.100
H -7.279 -4.192 22.398
H -8.744 -4.503 23.360
H -7.817 -6.248 21.877
C -10.898 -10.140 23.527
O -11.818 -9.657 24.429
H -11.246 -10.910 22.839
H -10.650 -9.289 22.892
H -10.006 -10.440 24.077
H -12.459 -9.113 23.964
C -14.877 -6.501 23.749
O -14.608 -7.869 24.194
H -14.043 -5.807 23.857
H -15.088 -6.527 22.680
H -15.757 -6.064 24.220
H -14.002 -7.815 24.937
```

Relative energy (zero: lowest compared OMol25 entry of this formula, charge and spin) = 22.350 eV
E_LUMO = -0.41 eV
Largest force on an atom = 8.3 eV/Å
Total charge = 0

Here are the Mulliken charges for atoms 1 to 8, given in e:
1. C -1.331
2. C 0.180
3. C 0.069
4. O -0.383
5. C 0.668
6. O -0.588
7. O -0.397
8. H 0.444